[1]
{
  "formula": "C30H39BCl2N5O4S3SiY",
  "method": "ωB97M-V/def2-TZVPD",
  "species": ["Y", "C", "C", "N", "N", "C", "N", "S", "C", "C", "C", "C", "C", "N", "H", "H", "H", "H", "H", "H", "H", "H", "H", "H", "Cl", "C", "Cl", "H", "H", "C", "Si", "C", "C", "C", "H", "H", "H", "H", "H", "H", "H", "H", "H", "H", "H", "C", "C", "C", "C", "C", "C", "C", "C", "O", "B", "O", "C", "C", "H", "H", "H", "H", "H", "H", "H", "H", "H", "H", "H", "H", "O", "S", "O", "N", "C", "S", "C", "C", "C", "C", "C", "C", "H", "H", "H", "H"],
  "xyz": [[13.762, 10.207, 10.441], [17.285, 7.521, 11.859], [16.439, 8.525, 11.074], [15.551, 9.329, 11.709], [15.923, 9.613, 13.066], [15.446, 10.709, 13.733], [15.933, 10.990, 14.942], [13.961, 11.471, 13.235], [16.441, 8.373, 9.631], [16.969, 7.207, 8.967], [16.613, 6.954, 7.647], [15.688, 7.829, 6.995], [15.180, 8.899, 7.716], [15.462, 9.067, 9.066], [18.156, 7.087, 11.289], [16.684, 6.643, 12.205], [17.756, 7.962, 12.735], [16.940, 9.565, 13.135], [16.684, 10.514, 15.409], [15.303, 11.579, 15.519], [17.450, 6.419, 9.537], [17.104, 6.130, 7.102], [15.235, 7.581, 6.014], [14.392, 9.559, 7.305], [9.490, 15.821, 7.322], [9.904, 14.116, 7.533], [10.603, 13.399, 5.975], [8.977, 13.493, 7.702], [10.617, 13.983, 8.304], [16.063, 15.098, 9.507], [15.329, 13.586, 8.560], [13.610, 14.217, 7.964], [16.548, 13.238, 7.096], [15.076, 12.162, 9.724], [15.702, 15.224, 10.570], [15.798, 16.035, 8.968], [17.190, 14.999, 9.575], [13.547, 14.926, 7.113], [13.295, 14.804, 8.783], [12.923, 13.390, 7.800], [16.784, 14.196, 6.565], [16.188, 12.555, 6.365], [17.448, 12.849, 7.648], [15.315, 12.512, 10.728], [15.965, 11.564, 9.435], [16.244, 18.468, 15.659], [15.068, 18.403, 16.746], [15.585, 18.146, 18.185], [14.470, 19.836, 16.763], [14.207, 17.299, 16.127], [13.537, 17.604, 14.930], [12.991, 16.656, 14.082], [13.201, 15.312, 14.364], [13.304, 14.255, 13.506], [13.997, 13.157, 14.182], [14.159, 13.558, 15.526], [13.781, 14.951, 15.626], [14.261, 15.924, 16.505], [17.124, 19.112, 15.924], [15.782, 18.938, 14.754], [16.658, 17.487, 15.362], [16.193, 19.027, 18.501], [16.167, 17.200, 18.262], [14.747, 18.039, 18.866], [15.228, 20.605, 16.869], [13.688, 19.921, 17.543], [13.948, 20.121, 15.798], [13.548, 18.610, 14.565], [12.600, 17.023, 13.127], [14.606, 15.695, 17.516], [11.723, 6.126, 10.239], [11.608, 7.074, 9.122], [12.195, 6.849, 7.845], [12.204, 8.591, 9.686], [11.245, 9.498, 9.679], [11.296, 11.190, 9.941], [9.908, 8.977, 9.436], [8.557, 9.574, 9.372], [7.458, 8.768, 9.087], [7.615, 7.441, 8.672], [8.838, 6.883, 8.591], [9.978, 7.672, 8.970], [8.421, 10.592, 9.707], [6.439, 9.247, 9.132], [6.738, 6.797, 8.424], [9.005, 5.855, 8.192]],
  "mulliken_charge": [0.3295, -1.4856, 0.4870, 0.3968, -0.3632, 0.3410, -0.3586, -0.0577, 0.4385, -1.1478, -0.4430, -0.8296, -0.2077, 0.2285, 0.3623, 0.1978, 0.4121, 0.3411, 0.1804, 0.1582, 0.1582, 0.3590, 0.3394, 0.3998, -0.1679, 0.0748, -0.1740, 0.2604, 0.0001, -0.9367, 0.0322, -0.8133, -1.0274, 0.0276, 0.1698, 0.2852, 0.2594, 0.4147, 0.3609, -0.0569, 0.2957, 0.3653, 0.2461, 0.1761, 0.1062, -1.3112, 1.7596, -1.8549, -1.4916, 0.1661, -0.4805, -1.1917, 0.7671, -0.2045, 0.6367, -0.6854, 0.2398, -0.7312, 0.3642, 0.4038, 0.3057, 0.4029, 0.3483, 0.4529, 0.4262, 0.3619, 0.2910, 0.2739, 0.4208, 0.4217, -0.6190, 0.9941, -0.5568, -0.3189, 1.0959, -0.4050, -0.2031, -0.6243, -0.5387, -0.2535, -0.6479, 0.4410, 0.4076, 0.3169, 0.3301, 0.3554],
  "e_above_lowest_ev": 2.4848,
  "orbital_gap_ha": 0.1364,
  "multiplicity": 1
}



[2]
{
  "formula": "C18H16BrGaN4O5Se",
  "method": "ωB97M-V/def2-TZVPD",
  "species": ["Ga", "O", "C", "N", "C", "C", "C", "C", "C", "C", "N", "C", "C", "C", "C", "C", "N", "H", "H", "H", "H", "H", "H", "H", "H", "H", "H", "C", "C", "C", "C", "C", "Br", "N", "C", "H", "H", "H", "H", "H", "H", "O", "Se", "O", "O", "O"],
  "xyz": [[0.042, -0.627, 0.497], [-0.027, 2.779, 2.549], [0.213, 1.678, 2.095], [0.032, 1.252, 0.838], [-0.953, 1.969, 0.090], [-2.220, 1.153, 0.113], [-3.508, 1.637, -0.095], [-4.594, 0.755, -0.023], [-4.353, -0.591, 0.217], [-3.074, -1.024, 0.326], [-2.038, -0.162, 0.309], [0.762, 0.605, 2.993], [1.329, 0.914, 4.230], [1.786, -0.140, 5.006], [1.700, -1.447, 4.549], [1.140, -1.676, 3.303], [0.673, -0.658, 2.555], [-0.620, 2.135, -0.972], [-1.156, 2.952, 0.516], [-3.636, 2.683, -0.258], [-5.609, 1.111, -0.096], [-5.183, -1.292, 0.301], [-2.774, -2.051, 0.552], [1.393, 1.941, 4.515], [2.156, 0.025, 6.000], [2.065, -2.292, 5.100], [1.093, -2.646, 2.833], [3.142, 1.451, -3.441], [1.839, 0.734, -3.279], [1.208, 0.167, -4.402], [0.076, -0.597, -4.250], [-0.449, -0.768, -2.963], [-2.005, -1.841, -2.798], [0.098, -0.197, -1.904], [1.233, 0.512, -2.074], [3.970, 0.753, -3.586], [3.367, 1.984, -2.524], [3.156, 2.171, -4.259], [1.657, 0.237, -5.392], [-0.461, -1.059, -5.085], [1.705, 0.833, -1.152], [2.075, -3.793, 0.802], [1.447, -2.769, -0.226], [1.616, -3.167, -1.730], [1.878, -1.135, 0.094], [-0.196, -2.497, 0.124]],
  "nbo_charge": [1.8970, -0.6234, 0.6402, -0.8402, -0.2757, 0.2640, -0.2390, -0.1220, -0.2646, 0.0899, -0.5604, 0.1384, -0.2006, -0.1423, -0.2371, 0.0800, -0.5221, 0.2277, 0.2470, 0.2271, 0.2264, 0.2331, 0.2374, 0.2494, 0.2225, 0.2337, 0.2487, -0.6320, -0.0499, -0.1226, -0.2655, 0.1881, 0.0913, -0.5240, 0.0647, 0.2340, 0.2230, 0.2228, 0.2210, 0.2384, 0.2289, -1.0241, 2.7869, -1.0218, -1.1401, -1.1541],
  "e_above_lowest_ev": 0.0000,
  "orbital_gap_ha": 0.3431,
  "multiplicity": 1
}



[3]
{
  "formula": "C3H8BrCuNO",
  "method": "ωB97M-V/def2-TZVPD",
  "species": ["Cu", "Br", "C", "C", "O", "N", "H", "H", "C", "H", "H", "H", "H", "H", "H"],
  "xyz": [[-24.258, -19.031, 4.620], [-22.919, -17.428, 3.047], [-17.363, -16.271, 1.833], [-18.731, -16.387, 2.388], [-19.394, -15.482, 2.735], [-19.198, -17.748, 2.941], [-18.560, -18.123, 3.651], [-20.107, -17.621, 3.411], [-19.346, -18.765, 1.843], [-17.078, -16.912, 0.999], [-16.606, -16.160, 2.611], [-17.344, -15.283, 1.359], [-19.806, -19.664, 2.248], [-18.385, -19.025, 1.408], [-19.972, -18.354, 1.054]],
  "lowdin_spin": [0.0400, 0.9578, 0.0000, -0.0001, 0.0007, -0.0007, 0.0000, -0.0003, 0.0015, 0.0000, 0.0000, 0.0000, 0.0002, 0.0001, 0.0008],
  "e_above_lowest_ev": 0.0000,
  "orbital_gap_ha": [0.3419, 0.2230],
  "charge": 2,
  "multiplicity": 2
}